No. 1
DFT (ωB97M-V/def2-TZVPD) results for 10 unconnected molecules or ions with the total composition C53H83F9N2O30.

Geometry as XYZ:
```
177
C53H83F9N2O30 (ωB97M-V/def2-TZVPD)
C -5.47069 1.96538 -11.08324
C -5.16476 1.20093 -9.73483
C -6.39602 0.33771 -9.21831
C -7.04356 1.02429 -7.95083
C -6.03345 0.87133 -6.73539
C -6.35611 -0.49209 -5.97335
C -5.07098 -1.39622 -5.99850
C -4.09303 -1.14453 -4.79221
C -4.74534 -1.60259 -3.42750
C -3.99550 -2.83893 -2.76999
C -3.57013 -2.42338 -1.30952
C -2.54220 -3.45185 -0.67570
C -1.16359 -3.47169 -1.42995
C -0.02232 -2.66001 -0.66601
C 0.98776 -3.58785 0.10739
C 2.48904 -3.11844 0.08950
C 2.72301 -1.63992 0.56856
N 2.35398 -0.61508 -0.41924
O 4.14218 -1.52423 0.77730
C 4.44988 -0.34749 1.51918
C 4.18743 -0.60463 3.06494
O 4.33594 0.64751 3.73680
C 5.14625 0.56555 4.90509
C 4.61439 1.37813 6.14290
C 3.37851 2.31054 5.87913
C 3.77841 3.85753 5.96095
N 3.19545 4.54345 7.13571
C 6.02067 -0.14021 1.40024
C 6.52806 -0.04773 -0.08094
C 6.58705 1.47441 -0.47420
O 7.84499 -0.62084 -0.16856
H -6.32528 1.44540 -11.58146
H -5.74974 3.01563 -10.82162
H -4.57129 1.94451 -11.74730
H -4.83709 1.93045 -8.95072
H -4.30967 0.48808 -9.86009
H -7.12944 0.14545 -10.03359
H -5.98624 -0.64215 -8.87265
H -8.04928 0.57021 -7.70299
H -7.18953 2.11817 -8.12589
H -6.12498 1.75139 -6.05562
H -4.97175 0.81889 -7.07699
H -7.20148 -1.00762 -6.49532
H -6.70208 -0.27886 -4.92777
H -5.39735 -2.46881 -5.99482
H -4.46679 -1.26819 -6.93680
H -3.86459 -0.05459 -4.70660
H -3.11674 -1.66341 -4.97710
H -5.83506 -1.81534 -3.58035
H -4.68319 -0.74585 -2.71198
H -4.63303 -3.76153 -2.75041
H -3.11627 -3.08420 -3.40826
H -3.13908 -1.39109 -1.32995
H -4.51402 -2.45151 -0.70157
H -2.44564 -3.26392 0.42471
H -3.02480 -4.46182 -0.78042
H -0.87200 -4.54332 -1.56011
H -1.24144 -3.05278 -2.46650
H -0.56370 -2.01245 0.07654
H 0.45781 -2.01514 -1.43523
H 0.96303 -4.58133 -0.41640
H 0.59614 -3.76741 1.13589
H 3.03056 -3.77037 0.83052
H 2.98231 -3.30972 -0.89537
H 2.13495 -1.47944 1.50307
H 2.33174 -0.98666 -1.36391
H 1.42561 -0.26791 -0.18283
H 3.95755 0.58164 1.15272
H 3.13180 -0.94285 3.24190
H 4.92565 -1.38305 3.36740
H 6.16628 0.95818 4.62790
H 5.33752 -0.48691 5.25117
H 5.47485 1.98575 6.52969
H 4.34578 0.65610 6.94935
H 2.78701 2.07720 4.96905
H 2.67723 2.16424 6.74644
H 4.88412 3.99362 6.01111
H 3.37058 4.36873 5.05467
H 2.36513 5.07553 6.90299
H 2.98423 3.90019 7.89645
H 6.47484 -1.04511 1.87369
H 6.30988 0.73633 2.02943
H 5.87530 -0.58431 -0.80694
H 7.23483 1.99527 0.27731
H 6.98173 1.63183 -1.50609
H 5.54116 1.86557 -0.35968
H 7.71035 -1.58016 -0.30189
O 7.56060 -3.28337 -0.16586
C 8.47810 -3.95681 0.18943
O 9.44786 -3.53814 1.03369
C 10.27159 -4.66930 1.31548
C 10.02002 -5.54573 0.12540
F 10.10004 -6.85786 0.45192
O 8.67774 -5.23875 -0.20969
H 9.94746 -5.13162 2.25074
H 11.31733 -4.38037 1.40942
H 10.66718 -5.34131 -0.73114
O -9.22516 -2.55543 -7.35535
C -10.23603 -1.92701 -7.34129
O -11.46016 -2.46395 -7.11354
C -12.38341 -1.38163 -7.04642
C -11.67245 -0.31328 -7.82025
F -11.97344 0.92243 -7.33823
O -10.30611 -0.58644 -7.55748
H -12.54481 -1.10367 -6.00181
H -13.34018 -1.65367 -7.48989
H -11.85027 -0.34288 -8.89409
O 1.01809 4.04364 10.68300
C 1.27634 2.88907 10.59483
O 0.62245 1.90644 11.26244
C 1.13750 0.66264 10.78344
C 2.48652 1.05785 10.26353
F 2.84984 0.28977 9.20455
O 2.27391 2.38495 9.81213
H 0.48403 0.27542 9.99693
H 1.19668 -0.07223 11.58530
H 3.28196 1.04894 11.01333
O -0.92668 -0.87942 9.04663
C -1.15363 -0.41027 7.97695
O -2.39920 -0.21589 7.47764
C -2.24931 0.48609 6.24341
C -0.84536 0.13468 5.84939
F -0.25751 1.14450 5.16348
O -0.19488 -0.00797 7.10043
H -2.37897 1.55696 6.41580
H -2.98518 0.15615 5.51142
H -0.75504 -0.79496 5.28198
O -5.73846 0.39201 2.67170
C -6.46420 0.13091 1.77019
O -6.04274 -0.27032 0.54181
C -7.20837 -0.61331 -0.20581
C -8.27636 0.17558 0.49195
F -9.47132 -0.46454 0.44752
O -7.82230 0.20237 1.83270
H -7.37629 -1.69128 -0.14393
H -7.09844 -0.33485 -1.25341
H -8.39451 1.19817 0.12479
O 6.79765 -7.22152 3.27631
C 6.05590 -6.92669 2.39822
O 6.15048 -5.78347 1.67119
C 5.17234 -5.86424 0.63648
C 4.18440 -6.83495 1.21106
F 3.59261 -7.57224 0.23759
O 4.99929 -7.68599 1.99714
H 5.64068 -6.23445 -0.27864
H 4.73312 -4.88798 0.43536
H 3.41726 -6.37774 1.84177
O 5.33317 10.53749 6.69204
C 5.59816 9.38424 6.59771
O 4.95332 8.39389 7.26378
C 5.47429 7.15629 6.77846
C 6.81897 7.56298 6.25450
F 7.18373 6.80293 5.19263
O 6.59561 8.89104 5.81017
H 4.81859 6.76794 5.99644
H 5.54152 6.41846 7.57602
H 7.61644 7.55585 7.00180
O -11.18174 -2.08133 -10.14391
C -10.90398 -3.23036 -10.28350
O -11.47651 -4.24129 -9.58587
C -10.97577 -5.45980 -10.13192
C -9.68542 -5.01836 -10.75529
F -9.39351 -5.75290 -11.85705
O -9.96910 -3.68864 -11.15396
H -11.68417 -5.84725 -10.86793
H -10.83115 -6.20861 -9.35461
H -8.83074 -5.02179 -10.07467
O 11.30425 9.24170 3.51073
C 10.30938 9.88268 3.42933
O 9.05744 9.37106 3.55990
C 8.15299 10.47409 3.53413
C 8.94534 11.51867 2.80644
F 8.63425 12.76600 3.23970
O 10.27725 11.22301 3.18579
H 7.91054 10.76912 4.55695
H 7.23090 10.21374 3.01648
H 8.85599 11.47655 1.71780
```

Summary:
- SMILES: CCCCCCCCCCCCCCCC[C@H](N)O[C@@H](COCCCCN)C[C@@H](C)O.O=C1OC[C@@H](F)O1.O=C1OC[C@@H](F)O1.O=C1OC[C@@H](F)O1.O=C1OC[C@@H](F)O1.O=C1OC[C@@H](F)O1.O=C1OC[C@@H](F)O1.O=C1OC[C@@H](F)O1.O=C1OC[C@@H](F)O1.O=C1OC[C@@H](F)O1
- Net charge: 0
- Kohn-Sham gap: 8.976 eV
- E_HOMO: -8.983 eV
- Lowest unoccupied orbital energy: -0.008 eV

No. 2
DFT (ωB97M-V/def2-TZVPD) results for a molecular structure, C27H30AuN6OS.

Geometry as XYZ:
```
66
C27H30AuN6OS (ωB97M-V/def2-TZVPD)
Au -0.48825 1.81672 0.34091
N -2.69208 3.99895 1.36277
C -2.41416 4.12676 0.00593
C -3.21101 5.01161 -0.72254
C -2.96057 5.20197 -2.05948
C -1.91156 4.51887 -2.66295
C -1.18827 3.63476 -1.90196
N -1.43834 3.43392 -0.58927
C -1.90530 3.61890 2.43755
C -2.30335 4.02135 3.71739
C -1.52735 3.67114 4.79391
C -0.36034 2.93463 4.59036
C -0.05008 2.56330 3.30935
N -0.81422 2.88674 2.24530
H -3.50047 4.53091 1.64149
H -4.00623 5.54827 -0.22260
H -3.57284 5.88866 -2.62881
H -1.67629 4.64978 -3.70813
H -0.40734 3.00122 -2.30583
H -3.20340 4.60839 3.84313
H -1.81919 3.97500 5.79016
H 0.28269 2.65025 5.40954
H 0.82921 1.97352 3.08971
C 3.55384 -2.31064 -4.08721
C 4.15015 -2.62681 -2.72303
S 2.98118 -2.31798 -1.39435
O 3.69920 -2.69445 -0.11535
C 1.79306 -3.64193 -1.76257
C 1.17183 -4.19093 -0.48902
H 4.31939 -2.41671 -4.85449
H 3.17654 -1.28834 -4.12576
H 2.73346 -2.98324 -4.33744
H 5.00003 -1.98360 -2.49272
H 4.46795 -3.66546 -2.61982
H 2.30493 -4.41897 -2.33237
H 1.02997 -3.18285 -2.39038
H 1.93323 -4.54662 0.20342
H 0.51605 -5.02285 -0.74472
H 0.55922 -3.43587 0.00627
N 2.04872 -1.25536 1.39340
C 1.63987 -0.16295 0.74503
N 0.46459 0.25608 1.17669
C 0.04663 -0.64898 2.14675
C -1.12506 -0.70964 2.89525
C -1.25240 -1.76903 3.76997
C -0.24427 -2.73969 3.89980
C 0.92086 -2.68120 3.16265
C 1.04899 -1.61292 2.28099
H 2.84699 -1.80826 1.01532
H 2.19677 0.30075 -0.05198
H -1.90399 0.03428 2.78103
H -2.14926 -1.86201 4.36711
H -0.38887 -3.55529 4.59493
H 1.69465 -3.42993 3.26180
N 0.03919 1.11187 -1.40831
C -0.35931 -0.11169 -1.81138
C 0.07602 -0.48154 -3.11692
C -0.31714 -1.66834 -3.68798
C -1.12826 -2.57288 -2.99395
C -1.54482 -2.23650 -1.70906
C -1.18166 -1.03724 -1.12375
H 0.69987 0.21350 -3.66413
H 0.01269 -1.90007 -4.69408
H -1.43555 -3.50335 -3.45011
H -2.18539 -2.91097 -1.15400
H -1.57113 -0.79702 -0.14146
```

Summary:
- Net charge: +1
- Kohn-Sham gap: 5.999 eV
- E_HOMO: -8.891 eV
- Lowest unoccupied orbital energy: -2.892 eV

No. 3
DFT (ωB97M-V/def2-TZVPD) results for a molecular structure, CH8BCsO.

Geometry as XYZ:
```
12
CH8BCsO (ωB97M-V/def2-TZVPD)
Cs 0.95122 -0.75066 -0.46703
B 0.18742 -2.67758 2.06859
H -0.22325 -3.43156 2.91115
H 1.34305 -2.90882 1.78604
H -0.48033 -2.63867 1.05791
H 0.15422 -1.53263 2.48513
C -0.04578 2.45465 -1.45975
O -0.95407 1.42521 -1.84473
H 0.52533 2.14092 -0.58781
H 0.62247 2.74676 -2.27319
H -0.58066 3.35541 -1.14447
H -1.49962 1.81698 -2.53185
```

Summary:
- Net charge: 0
- Energy above the lowest of the compared OMol25 structures with the same formula, charge and spin: 26.96 kJ/mol
- Kohn-Sham gap: 7.788 eV
- E_HOMO: -8.387 eV
- Lowest unoccupied orbital energy: -0.599 eV

No. 4
DFT (ωB97M-V/def2-TZVPD) results for ClH5OSi2 in the gas phase.

Geometry as XYZ:
```
9
ClH5OSi2 (ωB97M-V/def2-TZVPD)
Si 1.35021 -0.75627 0.47190
O 0.20005 0.02006 -0.42863
Si -1.17036 0.79120 -0.62656
Cl -2.77453 -0.23135 1.03840
H 1.20066 -2.08124 -0.18907
H 2.48804 0.17695 -0.10407
H 1.25831 -0.58383 1.91128
H -1.75849 0.60785 -2.02226
H -0.79390 2.05664 -0.05099
```

Summary:
- SMILES: [SiH3]O[SiH2]Cl
- Net charge: 0
- Energy above the lowest of the compared OMol25 structures with the same formula, charge and spin: 131.15 kJ/mol
- Kohn-Sham gap: 10.690 eV
- E_HOMO: -10.471 eV
- Lowest unoccupied orbital energy: 0.219 eV

No. 5
DFT (ωB97M-V/def2-TZVPD) results for H3N3O2 in the gas phase.

Geometry as XYZ:
```
8
H3N3O2 (ωB97M-V/def2-TZVPD)
O -2.59527 -0.15597 -0.04571
N -1.45442 0.18120 -0.34750
N -0.47617 -0.54049 0.09174
N 0.82386 -0.21697 -0.30787
O 1.08625 1.04883 0.16495
H -0.50050 -0.95635 1.03620
H 1.12804 -0.42718 -1.25584
H 1.98820 1.06693 0.66403
```

Summary:
- SMILES: O=NNNO
- Net charge: 0
- Energy above the lowest of the compared OMol25 structures with the same formula, charge and spin: 114.40 kJ/mol
- Kohn-Sham gap: 9.938 eV
- E_HOMO: -9.364 eV
- Lowest unoccupied orbital energy: 0.574 eV

No. 6
DFT (ωB97M-V/def2-TZVPD) results for a molecular structure, C6H6FeLiO2.

Geometry as XYZ:
```
16
C6H6FeLiO2 (ωB97M-V/def2-TZVPD)
C -0.59095 -1.46561 -1.27777
C 0.62576 -1.33189 -0.70843
C 0.92738 -0.55009 0.54398
H -0.71339 -2.09602 -2.16206
H -1.49273 -1.07339 -0.79206
H 1.48919 -1.81462 -1.17557
H 1.88555 -0.02685 0.35611
C 1.28542 -1.47948 1.67450
O 0.84602 -2.52532 1.97891
O 0.25639 1.97812 -0.90706
C -0.26666 1.73583 0.30646
C -0.18245 0.54296 0.92175
Fe -0.08221 0.63065 -2.19370
Li 1.08066 3.62313 -1.13181
H -0.72119 0.40967 1.85901
H -0.77097 2.58088 0.78961
```

Summary:
- Net charge: +2
- Spin multiplicity: 6
- Kohn-Sham gap (alpha / beta): 4.891 / 7.100 eV
- E_HOMO (alpha / beta): -14.663 / -17.510 eV
- Lowest unoccupied orbital energy (alpha / beta): -9.772 / -10.410 eV